ORCA calculation (ωB97M-V/def2-TZVPD) on an isolated ion of composition C7H10N and charge +1 at a distorted geometry.

```
18
Properties=species:S:1:pos:R:3:nbo_charge:R:1
H 2.012 2.161 0.334 0.24
C -0.409 1.363 -0.254 0.24
H -3.762 -0.867 1.264 0.27
H 2.096 0.536 1.345 0.25
H -2.542 1.905 -0.642 0.29
H 2.918 0.842 -0.222 0.25
H -0.151 2.389 -0.244 0.23
C 1.920 1.078 0.361 -0.46
C 0.722 -0.640 -0.663 0.36
C -3.252 -0.920 0.370 -0.44
H 2.361 -1.460 0.632 0.22
C -2.442 -0.080 -0.172 0.27
C 1.705 -1.603 -0.258 -0.78
H 1.171 -2.414 0.077 0.30
N 0.630 0.571 -0.174 -0.42
H -3.327 -1.953 -0.241 0.29
H 2.125 -1.952 -1.092 0.28
C -1.775 1.047 -0.422 -0.39
```

Output
2S+1   1
Orbital gap (alpha / beta)   6.52 / 7.19 eV
Electronic energy   -8897.6594 eV
Net charge   +1
HOMO level (alpha / beta)   -12.5 / -13.0 eV
Energy above the lowest of the compared OMol25 structures with the same formula, charge and spin   136.8 kcal per mole